[1]
Molecular formula: C24H53Br2F3N2O12P
Method: DFT, ωB97M-V with the def2-TZVPD basis set

Summary:
molecular weight	809.47	g/mol
HOMO energy	-10.6	eV
frontier orbital gap	6.41	eV
net charge	+1

Each line ends with the Löwdin charge.
Cartesian coordinates (Å):
N1 -0.4168 -0.2170 4.5627  -0.076
P1 -0.7812 0.0529 3.0936  0.545
O1 -0.5737 1.5957 2.6427  -0.085
O2 -2.3297 -0.2864 2.7280  -0.088
N2 0.1760 -0.9345 1.9104  -0.153
C1 -0.0349 -2.4287 2.0819  -0.050
C2 -0.3188 -3.0472 0.6715  -0.233
O3 -0.6998 -4.1409 0.5921  0.147
C3 1.6428 -0.5095 1.8649  -0.110
C4 1.9051 0.1094 0.4787  -0.160
C5 3.3704 0.4277 0.1872  -0.823
F1 4.2022 -0.5788 0.5265  0.030
Br1 4.0003 2.0538 1.0527  0.838
C6 3.4528 0.6370 -1.3763  -0.964
F2 3.2950 -0.5836 -1.9038  0.063
F3 2.3852 1.3672 -1.7387  0.020
Br2 5.0461 1.4979 -2.0562  0.855
H1 0.3295 -0.9133 4.5880  0.024
H2 -0.8907 1.6488 1.7202  0.093
H3 -2.4033 -0.2558 1.7550  0.093
H4 -0.2146 -0.7051 0.9838  0.127
H5 -0.9702 -2.5573 2.6455  0.134
H6 0.8148 -2.9352 2.5453  0.148
H7 -0.1952 -2.4613 -0.2765  0.134
H8 2.3214 -1.3599 1.9984  0.141
H9 1.7977 0.1800 2.7053  0.125
H10 1.5599 -0.6347 -0.2651  0.127
H11 1.2478 0.9803 0.3442  0.126
C7 -0.2398 2.4784 12.6838  -0.109
O4 -0.4587 1.9227 11.4043  -0.204
C8 -0.9864 0.6077 11.4791  -0.205
C9 -1.5921 0.2033 10.1498  -0.182
O5 -2.9071 0.7103 9.9519  -0.131
C10 -3.0059 2.0962 9.6450  -0.178
C11 -2.5876 2.4287 8.2268  -0.202
O6 -1.1746 2.5306 8.1343  -0.198
C12 -0.7280 2.4886 6.8000  -0.124
H12 0.4625 1.8670 13.2607  0.088
H13 0.1837 3.4725 12.5505  0.088
H14 -1.1859 2.5741 13.2281  0.089
H15 -1.7524 0.5504 12.2610  0.130
H16 -0.1613 -0.0742 11.7257  0.127
H17 -1.7038 -0.8837 10.1518  0.126
H18 -0.9380 0.4621 9.3148  0.120
H19 -2.4683 2.7031 10.3750  0.124
H20 -4.0675 2.3344 9.7436  0.128
H21 -3.0155 3.3978 7.9369  0.127
H22 -2.9540 1.6508 7.5452  0.127
H23 -0.9828 1.5313 6.3346  0.049
H24 0.3567 2.5913 6.7991  0.089
H25 -1.1636 3.3129 6.2209  0.087
C13 1.9902 0.8340 -4.6815  -0.121
O7 2.6304 1.0107 -5.9205  -0.189
C14 1.9820 0.2927 -6.9619  -0.199
C15 2.4142 0.8135 -8.3183  -0.177
O8 1.7238 1.9916 -8.7145  -0.128
C16 2.1104 3.1965 -8.0620  -0.179
C17 3.4464 3.7333 -8.5342  -0.203
O9 4.5112 3.0604 -7.8791  -0.206
C18 5.7480 3.2700 -8.5264  -0.110
H26 1.9710 -0.2265 -4.3981  0.085
H27 2.5417 1.3872 -3.9278  0.048
H28 0.9681 1.2324 -4.7182  0.095
H29 0.8933 0.3872 -6.8656  0.124
H30 2.2669 -0.7644 -6.8703  0.128
H31 2.1455 0.0617 -9.0639  0.129
H32 3.4956 0.9514 -8.3702  0.124
H33 2.0831 3.0859 -6.9766  0.120
H34 1.3432 3.9253 -8.3333  0.128
H35 3.5191 4.8011 -8.2886  0.128
H36 3.5302 3.6039 -9.6197  0.131
H37 5.7239 2.8638 -9.5437  0.090
H38 6.5171 2.7440 -7.9632  0.087
H39 5.9965 4.3364 -8.5574  0.089
C19 -3.0806 -5.9541 -2.3125  -0.100
O10 -3.3383 -4.7942 -3.0765  -0.197
C20 -4.0707 -3.8269 -2.3450  -0.206
C21 -3.9730 -2.4709 -3.0151  -0.172
O11 -2.7623 -1.7779 -2.7108  -0.151
C22 -1.5916 -2.2593 -3.3644  -0.189
C23 -1.5139 -1.8904 -4.8350  -0.210
O12 -2.2824 -2.7860 -5.6135  -0.195
C24 -2.5212 -2.2887 -6.9148  -0.097
H40 -4.0148 -6.4203 -1.9824  0.092
H41 -2.5380 -6.6571 -2.9418  0.092
H42 -2.4566 -5.7115 -1.4439  0.077
H43 -3.6862 -3.7572 -1.3190  0.121
H44 -5.1212 -4.1443 -2.3196  0.132
H45 -4.7706 -1.8419 -2.6137  0.127
H46 -4.1262 -2.5420 -4.0924  0.127
H47 -1.4709 -3.3339 -3.2146  0.124
H48 -0.7583 -1.7622 -2.8552  0.106
H49 -0.4690 -1.9599 -5.1691  0.123
H50 -1.8741 -0.8634 -4.9758  0.131
H51 -3.1035 -1.3617 -6.8717  0.091
H52 -3.0979 -3.0336 -7.4593  0.092
H53 -1.5784 -2.1123 -7.4439  0.088

***

[2]
Molecular formula: C6H23BClN5O3V
Method: DFT, ωB97M-V with the def2-TZVPD basis set

Summary:
molecular weight	310.49	g/mol
HOMO energy (spin up / spin down)	-10.1 / -12.2	eV
multiplicity	5
frontier orbital gap (spin up / spin down)	7.44 / 4.64	eV
<S²>	6.01
net charge	+1

Each line ends with the Löwdin spin population.
Cartesian coordinates (Å):
V1 0.8139 -0.4065 0.5468  2.794
B1 2.8490 -0.8448 -0.5504  0.080
H1 1.9470 -1.3959 -0.7666  0.007
H2 2.7370 -0.1423 0.2609  0.022
H3 3.6329 -1.5542 -0.3346  0.009
H4 3.0699 -0.2891 -1.4485  0.020
Cl1 1.7339 -0.9594 3.0347  0.937
C1 0.5056 2.1525 -3.0299  0.000
C2 0.9864 1.5277 -1.7388  0.003
C3 1.0328 2.4478 -0.5031  0.002
O1 1.2390 1.7603 0.7355  0.018
C4 1.5244 2.6176 1.8555  0.003
N1 0.2701 0.3342 -1.4985  0.003
H5 -0.5426 2.4492 -2.9936  0.000
H6 0.6295 1.5108 -3.9023  0.000
H7 1.0801 2.9797 -3.4468  0.000
H8 2.0363 1.2439 -1.8122  0.001
H9 0.1500 3.0568 -0.3085  0.000
H10 1.8833 3.1295 -0.5147  0.000
H11 0.9866 3.5548 1.7125  0.000
H12 2.5756 2.8937 1.7718  0.000
H13 1.1029 2.1046 2.7199  0.000
H14 0.5425 -0.2891 -2.2450  0.002
H15 -0.6591 0.5324 -1.8412  0.002
C5 -2.0648 0.0062 1.9657  0.007
O2 -1.0557 0.2444 1.3058  0.037
N2 -3.1058 -0.4643 1.3597  0.003
N3 -2.1996 0.0068 3.3069  0.003
H16 -3.9764 -0.5733 1.8600  0.000
H17 -2.8838 -0.6332 0.3890  0.000
H18 -1.4730 -0.0815 4.0029  0.004
H19 -3.1217 -0.2878 3.5950  0.000
C6 -1.1456 -2.9405 -0.2952  0.007
O3 -0.2270 -2.2382 0.0308  0.027
N4 -1.5711 -3.2355 -1.4714  0.003
N5 -1.9373 -3.4824 0.5130  0.003
H20 -2.3087 -3.9157 -1.5870  0.000
H21 -0.9269 -2.9826 -2.2071  0.000
H22 -2.3192 -4.2749 0.0169  0.000
H23 -1.8103 -3.5618 1.5119  0.000

***

[3]
Molecular formula: C63H114F2O51
Method: DFT, ωB97M-V with the def2-TZVPD basis set

Summary:
molecular weight	1725.55	g/mol
HOMO energy	-10.1	eV
frontier orbital gap	10.23	eV

Each line ends with the Löwdin charge.
Cartesian coordinates (Å):
C1 5.8814 -4.4595 -8.7953  -0.164
C2 7.0401 -3.6354 -8.8357  -0.137
O1 7.9021 -4.4700 -9.5527  0.073
C3 7.1939 -5.3838 -10.2686  -0.456
O2 7.6208 -6.3020 -11.0309  0.075
O3 5.8851 -5.2123 -9.9842  0.047
H1 5.0366 -3.7722 -8.8402  0.132
H2 5.8579 -5.1177 -7.9268  0.144
H3 7.3668 -3.3532 -7.8348  0.139
H4 6.8781 -2.7525 -9.4540  0.150
C4 2.1157 -4.4600 -5.4925  -0.092
C5 3.6265 -4.0856 -5.4694  -0.093
O4 3.7573 -3.2322 -6.6210  0.044
C6 2.5688 -3.2128 -7.2895  -0.587
O5 2.4054 -2.6888 -8.4154  0.086
O6 1.7204 -3.9038 -6.6958  0.110
H5 1.7812 -3.8726 -4.6374  0.142
H6 2.0016 -5.5438 -5.4749  0.108
H7 4.2406 -4.9728 -5.6239  0.106
H8 3.9275 -3.5538 -4.5668  0.126
C7 6.0586 -12.6336 -11.6900  -0.255
C8 5.7222 -12.5955 -13.1806  -0.093
O7 7.0136 -12.8687 -13.6393  0.096
C9 7.7339 -13.4368 -12.7073  -0.602
O8 8.7866 -13.9362 -12.8106  0.209
O9 7.0637 -13.4220 -11.5450  0.102
H9 5.1817 -13.0810 -11.2222  0.136
H10 6.1791 -11.5951 -11.3816  0.128
H11 5.2349 -11.7213 -13.6124  0.134
H12 5.1441 -13.4988 -13.3758  0.133
C10 2.7124 -4.2343 -11.8711  -0.066
C11 4.1204 -3.9531 -12.1730  -0.200
O10 4.2910 -3.0902 -13.3754  0.052
C12 5.4262 -3.1637 -14.0879  -0.548
O11 5.5327 -2.6361 -15.1583  0.142
O12 6.4895 -3.7884 -13.4438  -0.070
C13 7.8072 -3.8823 -13.9213  -0.044
H13 2.4217 -5.2131 -12.2524  0.066
H14 2.0861 -3.4443 -12.2856  0.096
H15 2.5587 -4.3529 -10.7985  0.068
H16 4.5963 -4.9306 -12.2509  0.113
H17 4.5226 -3.3608 -11.3511  0.119
H18 7.9367 -3.1697 -14.7359  0.105
H19 7.9648 -4.9257 -14.1944  0.083
H20 8.4550 -3.7020 -13.0634  0.087
C14 5.5712 -7.8140 -14.1056  -0.046
C15 6.2134 -7.1399 -15.3457  -0.178
O13 5.4106 -7.3902 -16.4927  0.046
C16 5.3749 -6.6467 -17.5727  -0.581
O14 5.9733 -5.5619 -17.7646  0.081
O15 4.5113 -7.1452 -18.4180  0.011
C17 4.0671 -6.5980 -19.6632  -0.026
H21 6.1919 -7.6498 -13.2248  0.056
H22 5.5496 -8.8991 -14.2070  0.062
H23 4.5805 -7.3901 -13.9413  0.074
H24 7.2716 -7.3862 -15.4333  0.132
H25 6.1035 -6.0714 -15.1602  0.104
H26 4.7018 -6.8068 -20.5244  0.092
H27 4.0945 -5.5084 -19.6665  0.092
H28 3.0610 -6.9550 -19.8835  0.094
C18 13.1438 -9.9465 -9.6768  -0.036
C19 12.0328 -10.8017 -10.4120  -0.206
O16 10.8990 -10.8118 -9.6232  -0.012
C20 10.1429 -11.9101 -9.4684  -0.447
O17 10.3491 -13.0127 -10.0661  0.083
O18 9.1708 -11.6416 -8.4955  -0.029
C21 8.2016 -12.6153 -8.2492  -0.065
H29 14.1478 -10.0368 -10.0914  0.072
H30 13.2347 -10.2764 -8.6419  0.074
H31 12.9158 -8.8814 -9.6354  0.058
H32 12.4428 -11.8057 -10.5208  0.125
H33 11.7411 -10.4021 -11.3833  0.112
H34 8.6364 -13.5966 -8.0589  0.101
H35 7.5184 -12.7266 -9.0912  0.086
H36 7.6784 -12.3032 -7.3454  0.070
C22 5.1345 -8.8344 -1.0570  -0.043
C23 5.2896 -7.3174 -1.0173  -0.209
O19 6.0515 -6.9467 0.0669  0.072
C24 5.7213 -7.0210 1.2826  -0.688
O20 4.7177 -7.4561 1.7140  0.160
O21 6.7363 -6.5616 2.0240  0.005
C25 6.8190 -6.7722 3.4714  -0.019
H37 4.5529 -9.1122 -0.1780  0.082
H38 6.0780 -9.3801 -1.0482  0.091
H39 4.6179 -9.0868 -1.9830  0.049
H40 4.2894 -6.8846 -0.9950  0.129
H41 5.8216 -7.0382 -1.9268  0.123
H42 6.2218 -7.5938 3.8670  0.087
H43 6.3752 -5.9275 3.9983  0.087
H44 7.8460 -6.9196 3.8054  0.089
C26 -4.0792 -15.2012 -10.8375  -0.059
C27 -4.2117 -13.9690 -10.0307  -0.293
O22 -3.1504 -13.1057 -10.1042  0.041
C28 -3.0157 -12.1468 -9.1768  -0.542
O23 -3.7096 -12.0228 -8.1422  0.093
O24 -2.0328 -11.3702 -9.5928  0.015
C29 -1.7658 -10.1580 -8.8366  -0.012
H45 -3.3012 -15.8373 -10.4155  0.075
H46 -3.8306 -14.8344 -11.8333  0.083
H47 -4.9924 -15.7937 -10.8945  0.087
H48 -4.1931 -14.2736 -8.9843  0.123
H49 -5.1770 -13.4658 -10.0872  0.137
H50 -2.7418 -9.7380 -8.5936  0.104
H51 -1.0980 -9.4228 -9.2856  0.068
H52 -1.2432 -10.2833 -7.8883  0.092
C30 0.0706 -11.0905 -12.5054  -0.033
C31 1.2574 -11.7517 -11.8149  -0.257
O25 1.0905 -11.9231 -10.4718  0.037
C32 1.6462 -11.1351 -9.5294  -0.508
O26 2.2487 -10.0747 -9.7083  0.094
O27 1.5469 -11.8007 -8.3646  -0.005
C33 1.7219 -11.1291 -7.1114  -0.038
H53 -0.1771 -10.2214 -11.8960  0.063
H54 -0.7992 -11.7417 -12.4188  0.085
H55 0.3993 -10.7424 -13.4846  0.085
H56 2.2086 -11.2682 -12.0374  0.123
H57 1.3542 -12.7594 -12.2189  0.116
H58 2.7465 -11.1165 -6.7398  0.075
H59 1.0600 -11.5210 -6.3392  0.090
H60 1.4681 -10.0693 -7.1344  0.087
C34 9.6954 -7.5424 -8.8068  -0.039
C35 9.7359 -7.8412 -7.2975  -0.163
O28 8.6810 -7.1703 -6.5630  -0.012
C36 8.7530 -5.8207 -6.3615  -0.541
O29 9.5043 -5.0306 -6.8250  0.159
O30 7.7220 -5.5542 -5.4700  -0.042
C37 7.5234 -4.3152 -4.7694  -0.043
H61 9.8988 -6.4732 -8.8649  0.067
H62 8.7651 -7.8149 -9.3052  0.056
H63 10.4786 -8.1140 -9.3048  0.062
H64 10.6909 -7.5392 -6.8674  0.125
H65 9.5685 -8.8474 -6.9132  0.119
H66 6.4861 -4.2361 -4.4440  0.072
H67 7.7437 -3.4122 -5.3388  0.086
H68 8.0917 -4.2173 -3.8444  0.093
C38 1.2506 -7.1276 -3.1718  -0.058
C39 1.3718 -8.5128 -3.8436  -0.189
O31 2.0100 -9.3295 -2.8392  0.001
C40 2.3004 -10.6420 -3.1473  -0.485
O32 2.0116 -11.1820 -4.2430  0.072
O33 2.7928 -11.2442 -2.0509  0.004
C41 2.9387 -12.6390 -2.0129  -0.046
H69 0.6398 -6.4243 -3.7378  0.061
H70 2.2171 -6.6381 -3.0517  0.064
H71 0.8708 -7.3203 -2.1685  0.085
H72 2.0647 -8.3457 -4.6683  0.101
H73 0.3700 -8.8148 -4.1488  0.128
H74 3.3468 -12.9948 -2.9590  0.081
H75 2.0380 -13.2086 -1.7843  0.099
H76 3.6061 -12.9618 -1.2139  0.100
C42 6.5052 -9.1180 -5.2600  -0.031
C43 5.2031 -9.8514 -4.8941  -0.210
O34 5.3253 -11.1395 -4.3684  0.030
C44 5.5048 -12.2187 -5.1264  -0.492
O35 5.6265 -12.2232 -6.3512  0.094
O36 5.6440 -13.2748 -4.2230  -0.033
C45 6.0904 -14.5726 -4.6919  -0.028
H77 7.2877 -9.0667 -4.5028  0.092
H78 6.1812 -8.2227 -5.7907  0.062
H79 6.9928 -9.5287 -6.1441  0.066
H80 4.6103 -9.9580 -5.8026  0.094
H81 4.6232 -9.2345 -4.2077  0.109
H82 5.4567 -15.0600 -5.4328  0.082
H83 6.1426 -15.2104 -3.8095  0.097
H84 7.0071 -14.5015 -5.2773  0.090
C46 -0.5219 -7.0344 -12.9248  -0.050
C47 -0.4289 -6.2285 -14.2748  -0.144
O37 -1.7154 -6.5740 -14.8410  0.019
C48 -1.7641 -7.3235 -15.9169  -0.555
O38 -0.7522 -7.8338 -16.4440  0.075
O39 -3.0731 -7.4795 -16.2341  -0.006
C49 -3.4326 -8.6126 -17.0543  -0.035
H85 -0.1780 -8.0355 -13.1850  0.062
H86 -1.5264 -7.0124 -12.5022  0.072
H87 0.1029 -6.6880 -12.1016  0.051
H88 0.4034 -6.6191 -14.8604  0.116
H89 -0.3244 -5.1727 -14.0247  0.118
H90 -4.5204 -8.6680 -17.0953  0.092
H91 -3.1270 -9.4904 -16.4850  0.092
H92 -3.0037 -8.7129 -18.0514  0.095
C50 11.5363 -5.1801 -11.4826  -0.034
C51 11.2476 -5.7575 -12.8769  -0.228
O40 10.6718 -7.0408 -12.8496  -0.033
C52 10.8458 -7.9964 -13.8626  -0.419
O41 11.4369 -7.7786 -14.9572  0.081
O42 10.0689 -9.1170 -13.5834  -0.024
C53 9.3085 -9.3920 -12.3523  -0.004
H93 11.0276 -4.3001 -11.0889  0.076
H94 12.6003 -5.1753 -11.2458  0.074
H95 11.1402 -5.9795 -10.8563  0.051
H96 12.1536 -5.7974 -13.4816  0.119
H97 10.6165 -5.1264 -13.5026  0.111
H98 8.2559 -9.4019 -12.6353  0.083
H99 9.4185 -8.6861 -11.5290  0.074
H100 9.5784 -10.3835 -11.9888  0.078
C54 0.2320 -17.1384 -11.2210  -0.041
C55 1.2354 -16.2160 -11.9440  -0.218
O43 1.7066 -15.1846 -11.1109  -0.008
C56 2.5886 -15.4493 -10.1062  -0.482
O44 3.2052 -16.5487 -9.9484  0.074
O45 2.8088 -14.2763 -9.4687  -0.018
C57 3.4642 -14.2527 -8.1820  -0.024
H101 -0.1627 -17.9319 -11.8555  0.079
H102 -0.6646 -16.5779 -10.9563  0.062
H103 0.6754 -17.4908 -10.2897  0.076
H104 0.8216 -15.7148 -12.8190  0.120
H105 2.1216 -16.7177 -12.3325  0.122
H106 3.4364 -13.2319 -7.8007  0.068
H107 4.5107 -14.5304 -8.3074  0.091
H108 3.1297 -14.9410 -7.4057  0.102
C58 0.2701 -6.5516 -8.6088  -0.050
C59 -1.2145 -6.3584 -9.1590  -0.205
O46 -1.7851 -6.5327 -7.8998  0.132
C60 -1.0034 -6.6683 -6.8286  -0.564
O47 -1.3626 -6.8741 -5.6894  0.158
O48 0.2184 -6.4984 -7.2393  0.065
F1 -1.5916 -7.4310 -9.9505  0.027
H109 0.9203 -5.6971 -8.7964  0.134
H110 0.7329 -7.5167 -8.8151  0.137
H111 -1.4129 -5.4149 -9.6674  0.175
C61 4.4210 -8.0037 -9.8747  -0.039
C62 5.1590 -9.0494 -9.1042  -0.377
O49 4.7259 -8.8787 -7.8424  0.140
C63 3.9940 -7.7917 -7.6706  -0.469
O50 3.6863 -7.3500 -6.5410  0.102
O51 3.8994 -7.1060 -8.8474  0.090
F2 6.4296 -8.7381 -9.2748  0.101
H112 3.6744 -8.5400 -10.4604  0.113
H113 5.0364 -7.5999 -10.6786  0.129
H114 5.0781 -10.0889 -9.4220  0.173